Entry P
Molecular formula: C6H16N2O2
Method: DFT, ωB97M-V with the def2-TZVPD basis set

Computed properties:
Spin multiplicity: 1
Kohn-Sham gap in eV: 7.4

Atoms and positions in Å:
C 1.826 -0.430 0.514
C 0.861 0.666 0.101
C 2.145 -1.436 -0.585
N 0.584 1.628 1.156
O 1.362 -1.071 1.708
H 0.516 -1.500 1.491
H 2.768 0.052 0.819
H 0.751 1.180 2.053
H 1.175 2.452 1.099
H -0.770 0.669 -0.192
H 1.124 1.156 -0.836
H 2.939 -2.104 -0.251
H 2.474 -0.933 -1.498
H 1.273 -2.045 -0.821
C -2.130 1.408 -0.200
C -1.075 -0.950 -1.676
C -1.067 -0.479 -0.252
O -2.325 1.672 1.128
N -1.431 -1.198 0.739
H -1.462 1.989 1.457
H -1.591 -0.667 1.593
H -1.656 2.201 -0.787
H -3.015 0.984 -0.663
H -0.451 -0.328 -2.318
H -2.100 -0.936 -2.055
H -0.725 -1.980 -1.725


Entry Q
Molecular formula: C6H16N2O2
Method: DFT, ωB97M-V with the def2-TZVPD basis set

Computed properties:
Spin multiplicity: 1
Kohn-Sham gap in eV: 9.7
SMILES string: CC(C)(N)C(C)(C)N(O)O

Atoms and positions in Å:
C 0.583 0.001 0.034
C -0.971 0.102 -0.244
C 1.240 1.385 0.049
C 1.311 -0.873 -0.998
C -1.694 0.699 0.969
C -1.250 0.978 -1.471
N 0.742 -0.532 1.400
N -1.614 -1.175 -0.506
O 2.118 -0.552 1.757
O 0.273 -1.838 1.543
H 0.792 -2.438 0.978
H 2.140 -0.317 2.694
H -1.503 -1.800 0.282
H -1.250 -1.614 -1.342
H 1.181 1.841 -0.933
H 2.289 1.285 0.314
H 0.762 2.031 0.778
H 1.301 -0.395 -1.972
H 0.857 -1.859 -1.101
H 2.348 -0.999 -0.686
H -2.757 0.728 0.752
H -1.533 0.080 1.844
H -1.351 1.706 1.180
H -1.028 2.022 -1.276
H -0.679 0.646 -2.336
H -2.307 0.888 -1.710


Entry R
Molecular formula: C6H16N2O2
Method: DFT, ωB97M-V with the def2-TZVPD basis set

Computed properties:
Spin multiplicity: 1
Kohn-Sham gap in eV: 9.3
SMILES string: CC(C)(N)OO.C=C(C)N

Atoms and positions in Å:
C -2.415 0.563 0.359
C 1.877 -0.687 -0.244
C -2.879 1.987 0.285
C -2.769 -0.359 -0.563
C 2.067 0.740 0.274
C 2.285 -1.726 0.799
N -1.547 0.281 1.386
N 2.659 -0.855 -1.436
O -0.033 -0.145 -1.519
O 0.476 -0.959 -0.451
H -1.036 1.070 1.753
H -0.952 -0.529 1.225
H 2.340 -0.199 -2.140
H 2.540 -1.791 -1.809
H -2.067 2.632 -0.059
H -3.204 2.336 1.266
H -3.710 2.084 -0.411
H -1.054 -0.214 -1.346
H -3.533 -0.138 -1.287
H -2.543 -1.401 -0.403
H 1.583 1.439 -0.405
H 1.632 0.843 1.266
H 3.129 0.962 0.323
H 2.125 -2.727 0.405
H 1.693 -1.609 1.702
H 3.337 -1.596 1.031


Question: which arrangement is favored energetically? Ranking from most to least stable: entry Q, entry R, entry P.